(1)
Here is the ion C3H2NOS2 with charge -1 in a non-equilibrium geometry from OMol25. Energies are from ωB97M-V/def2-TZVPD.

Summary:
LUMO level	3.424	eV
structure (SMILES)	[O-]C1=NC(=S)CS1
HOMO level	-4.403	eV
total charge	-1
DFT total energy	-28351.841	eV

Atoms and positions in Å:
1 C -0.893 0.424 -0.426
2 C 0.365 -1.664 -0.113
3 C 0.350 0.995 0.237
4 N -0.820 -1.240 -0.440
5 O 0.915 -2.713 -0.188
6 S -2.180 1.331 -0.610
7 S 1.529 -0.298 0.521
8 H 0.692 1.766 -0.316
9 H 0.042 1.399 1.335

=====

(2)
Here is a cluster of 2 separate species, C3H2NP in total in a non-equilibrium geometry from OMol25. Energies are from ωB97M-V/def2-TZVPD.

Summary:
LUMO level	-0.959	eV
HOMO level	-9.587	eV
total charge	0
DFT total energy	-13917.523	eV

Atoms and positions in Å:
1 C -0.349 -0.125 2.140
2 C 0.043 1.042 -0.132
3 C -0.453 0.015 0.758
4 N -0.311 -0.224 3.283
5 P -1.608 1.212 -0.106
6 H 0.986 1.390 -0.492
7 H -0.686 -1.484 0.153

=====

The calculation returns the following energy above the lowest of the compared OMol25 structures with the same formula, charge and spin values, one per record and in order: 46.24, 43.01 kcal/mol.